1.
Computed, not measured: one molecule with the formula C16H15Cl2N3O5S, with ωB97M-V/def2-TZVPD.

Properties
HOMO-LUMO gap: 8.880 eV
SMILES string: Cc1ccc(S(=O)(=O)NCC(=O)OCC(=O)Nc2ncc(Cl)cc2Cl)cc1
E_LUMO: 0.29 eV
HOMO energy: -8.59 eV

Positions of all 42 atoms, in Å:
1 N 0.010 -0.753 -1.250
2 H 2.019 -1.112 -0.643
3 O 1.319 -1.683 1.730
4 H -3.056 -0.392 2.484
5 O -0.490 -2.629 0.785
6 C 2.043 1.376 0.707
7 H 0.775 2.569 -2.186
8 H 0.121 -0.586 -2.238
9 C 1.029 -1.592 -0.664
10 C 0.636 -1.937 0.776
11 C 3.579 2.943 -0.300
12 N -2.977 -2.507 0.087
13 C -3.061 -1.336 0.693
14 O -1.672 -1.729 3.937
15 C -1.819 -1.945 2.760
16 H -4.125 0.587 -1.891
17 H -3.156 -3.593 -1.629
18 C -3.813 -0.283 -1.336
19 C 4.866 3.705 -0.259
20 H -0.214 -3.336 2.712
21 H 2.934 3.807 -2.153
22 H 5.222 3.925 -1.262
23 H -1.687 -3.873 1.814
24 H 1.768 0.696 1.498
25 C 2.686 3.123 -1.354
26 C -3.518 -0.192 0.009
27 C 1.486 2.436 -1.386
28 C -3.260 -2.608 -1.198
29 C 1.179 1.570 -0.354
30 O -1.297 1.344 -1.245
31 H 4.715 4.652 0.260
32 C 3.243 2.066 0.726
33 H 1.084 -2.524 -1.232
34 N -2.735 -1.243 2.030
35 O -0.733 0.263 0.899
36 C -1.025 -3.034 2.040
37 H 3.926 1.921 1.550
38 H 5.630 3.148 0.277
39 S -0.347 0.656 -0.422
40 Cl -3.646 1.309 0.818
41 Cl -3.977 -1.686 -3.637
42 C -3.665 -1.521 -1.954

These are the Mulliken partial charges, in e, on atoms 1 to 2: atom 1 (N): -0.180, atom 2 (H): 0.335

=====

2.
Computed, not measured: C30H40F6N4O7PbSi as an isolated structure, with ωB97M-V/def2-TZVPD.

Properties
HOMO-LUMO gap: 6.932 eV
E_LUMO: 4.18 eV
Charge: -2
HOMO energy: -2.75 eV

Positions of all 89 atoms, in Å:
1 H 3.773 1.392 -5.352
2 C 1.871 2.393 4.159
3 N 4.083 -0.318 2.074
4 H 2.273 2.755 5.099
5 C -1.624 0.933 -3.756
6 C 2.004 1.059 3.809
7 C 3.767 -1.325 2.895
8 H 1.477 -0.388 2.293
9 O -2.582 2.335 2.043
10 C 2.614 0.037 4.671
11 H -4.424 -2.772 1.024
12 H -2.314 0.062 3.611
13 O -3.883 -0.148 0.351
14 H 4.372 -3.859 0.767
15 N 0.822 1.465 1.764
16 H -3.555 -2.116 -1.073
17 C 4.456 -0.637 0.843
18 H -1.031 1.278 3.745
19 H 3.509 -1.811 4.988
20 Pb -0.857 -0.111 -0.075
21 O 0.345 -1.704 1.296
22 N -2.356 -2.411 1.214
23 F -0.859 0.327 -5.994
24 O -1.964 0.379 -2.577
25 C -3.744 -2.152 1.623
26 C -3.616 2.910 1.258
27 H 2.357 0.085 5.726
28 H -1.707 -3.823 2.679
29 H -3.112 1.938 -0.575
30 C 5.179 0.368 -2.701
31 Si 3.465 -0.081 -3.348
32 H -2.862 -3.523 -1.937
33 F -2.053 -1.129 -4.940
34 H -3.836 3.916 1.650
35 H -0.866 2.751 -2.937
36 H 2.081 0.881 -5.173
37 C -2.253 -3.355 0.115
38 C 1.209 3.255 3.292
39 H -1.739 -2.129 3.169
40 C 2.238 -0.145 -2.025
41 C -2.070 1.054 3.990
42 H 1.075 4.301 3.534
43 C -2.660 -2.730 -1.204
44 H -0.223 2.440 -4.570
45 C 0.696 2.747 2.109
46 H 2.606 -2.045 -4.580
47 C 3.874 -2.644 2.467
48 C 1.263 -0.193 -1.284
49 C 1.444 0.652 2.598
50 C -1.145 -0.155 -4.755
51 C -1.514 -2.796 2.333
52 C 4.289 -2.854 1.167
53 H 5.919 0.381 -3.508
54 H 5.163 1.360 -2.241
55 H -2.854 -4.262 0.309
56 H -3.888 3.510 -0.798
57 H -4.017 1.661 3.349
58 C -3.172 2.955 -0.187
59 C -0.005 -2.635 2.085
60 H 2.724 2.157 -4.144
61 O -4.929 -0.215 2.348
62 C 3.309 -1.028 4.264
63 O 0.757 -3.365 2.730
64 H -3.888 -2.445 2.665
65 F -0.029 -0.744 -4.322
66 H -2.170 1.046 5.078
67 H 0.148 3.380 1.421
68 H -1.884 -1.154 -2.222
69 H 5.508 -0.356 -1.951
70 F -3.905 0.809 -4.562
71 C 3.591 -1.750 -4.212
72 H -3.005 3.009 3.949
73 C 2.970 1.210 -4.630
74 H -1.208 -3.663 0.022
75 O -1.581 -1.934 -1.653
76 C -2.874 1.639 -4.350
77 C -4.217 -0.681 1.430
78 F -3.310 2.596 -3.518
79 H 4.285 -1.717 -5.058
80 H 4.672 0.190 0.176
81 H -4.512 2.285 1.346
82 C -0.508 1.982 -3.621
83 H 0.352 1.485 -3.171
84 H -2.200 3.445 -0.290
85 H 3.933 -2.517 -3.514
86 C -3.003 2.071 3.369
87 N 4.593 -1.859 0.337
88 H 3.591 -3.466 3.110
89 F -2.648 2.262 -5.537

These are the Mulliken partial charges, in e, on atoms 1 to 2: atom 1 (H): 0.398, atom 2 (C): -0.742

=====

3.
Computed, not measured: one molecule with the formula C5H2ClFN2O3, with ωB97M-V/def2-TZVPD.

Properties
HOMO-LUMO gap (spin up / spin down): 7.025 / 6.910 eV
E_LUMO (spin up / spin down): -1.80 / -1.82 eV
HOMO energy (spin up / spin down): -8.83 / -8.73 eV

Positions of all 14 atoms, in Å:
1 H -0.217 2.661 1.196
2 C 0.195 -0.424 0.070
3 C -0.383 1.719 0.744
4 O 0.912 -1.977 -1.860
5 C 0.611 0.873 0.699
6 O -2.475 2.009 -0.185
7 O 2.266 -0.656 -0.922
8 F 0.368 -2.910 0.744
9 N -1.466 1.345 -0.025
10 C -1.140 0.061 -0.449
11 H 1.604 1.099 1.002
12 N 1.187 -1.100 -1.092
13 C 0.912 -1.782 1.103
14 Cl -2.374 -0.917 -1.023

These are the Mulliken partial charges, in e, on atoms 1 to 2: atom 1 (H): 0.465, atom 2 (C): 0.863

=====

4.
Computed, not measured: a 2-piece molecular cluster, C2H9N3O overall, with ωB97M-V/def2-TZVPD.

Properties
HOMO-LUMO gap: 6.724 eV
E_LUMO: -1.15 eV
HOMO energy: -7.88 eV

Positions of all 15 atoms, in Å:
1 H -1.650 -1.751 1.193
2 N -1.050 0.909 0.496
3 H 1.553 0.741 0.311
4 C -1.237 0.236 1.565
5 H 2.031 1.317 -1.072
6 N -1.021 -1.136 1.698
7 H -0.057 -1.349 1.454
8 H -0.647 0.434 -0.455
9 O -0.090 -0.005 -1.745
10 N 1.987 0.438 -0.561
11 C 1.082 -0.529 -1.282
12 H 1.014 -1.376 -0.564
13 H 1.719 -0.733 -2.162
14 H -0.437 1.711 0.665
15 H -1.420 0.781 2.492

These are the Mulliken partial charges, in e, on atoms 1 to 2: atom 1 (H): 0.314, atom 2 (N): -0.232

=====

5.
Computed, not measured: an isolated ion of composition C8H14N2 and charge +2, with ωB97M-V/def2-TZVPD.

Properties
HOMO-LUMO gap (spin up / spin down): 7.795 / 7.796 eV
SMILES string: C=[N+](CCC)C(=[NH2+])C1=CC1
E_LUMO (spin up / spin down): -10.48 / -10.48 eV
Charge: +2
HOMO energy (spin up / spin down): -18.27 / -18.27 eV

Positions of all 24 atoms, in Å:
1 N 0.089 0.436 -0.732
2 N -1.609 1.867 0.045
3 C -0.409 -3.301 -0.722
4 C -0.636 -0.800 -0.821
5 H 0.808 -1.934 0.299
6 C 1.193 0.798 -1.291
7 H -2.479 1.702 -0.509
8 H -1.477 -0.859 -0.016
9 H -1.791 2.587 0.696
10 H -0.007 3.780 2.706
11 H 0.659 4.320 1.116
12 C 0.318 -2.021 -0.584
13 H -1.069 -0.809 -1.822
14 H 0.933 -1.833 -1.557
15 C -0.315 1.477 0.168
16 H 1.636 0.074 -1.981
17 H 2.476 2.132 2.417
18 H -1.067 -3.498 0.108
19 H -1.062 -3.059 -1.496
20 H 1.482 1.782 -1.195
21 C 1.473 2.355 1.971
22 H 0.185 -4.224 -0.812
23 C 0.533 3.447 1.752
24 C 0.466 2.144 1.111

These are the Mulliken partial charges, in e, on atoms 1 to 2: atom 1 (N): 0.317, atom 2 (N): -0.290

=====

6.
Computed, not measured: a 11-piece molecular cluster, C31H90N16O12 overall, with ωB97M-V/def2-TZVPD.

Properties
HOMO-LUMO gap: 8.257 eV
SMILES string: COC[C@H](C)N.COC[C@H](C)N.COC[C@H](C)N.COC[C@H](C)N.COC[C@H](C)N.COCCNCCOC.NC(N)=O.NC(N)=O.NC(N)=O.NC(N)=O.NC(N)=O
E_LUMO: 0.41 eV
HOMO energy: -7.84 eV

Positions of all 149 atoms, in Å:
1 H -1.769 5.983 -1.681
2 H -1.857 5.513 1.537
3 N 6.689 0.505 0.224
4 C -0.720 4.417 3.095
5 H -1.760 0.138 4.218
6 H -0.417 -0.436 6.627
7 H 6.814 0.125 -3.051
8 C -3.657 -2.197 -1.569
9 H 1.941 4.938 4.432
10 C -3.313 -5.154 3.674
11 O 2.222 -0.417 2.331
12 H 1.463 -2.400 -6.254
13 C 1.285 0.521 5.087
14 N -0.777 -0.576 5.694
15 H 3.177 -2.275 -8.015
16 C 4.957 1.417 -1.176
17 C 0.499 -0.823 5.069
18 C -2.010 2.832 -7.295
19 H 1.445 0.745 6.142
20 H 1.142 -1.983 0.556
21 H -2.157 1.046 5.899
22 H -6.502 -5.895 3.486
23 H -2.524 4.437 -2.623
24 C 3.351 2.621 0.148
25 H -2.564 -5.869 3.334
26 H -1.708 -2.372 2.938
27 H 7.037 1.908 -1.368
28 C 2.821 -2.374 -4.640
29 N 2.138 -1.986 0.721
30 C -0.828 4.255 -1.588
31 C -3.184 0.824 -4.398
32 H 8.010 -0.367 -1.808
33 H 1.341 -2.820 -3.022
34 H -1.377 1.993 -0.531
35 C -3.199 1.492 4.296
36 C -0.813 0.389 0.640
37 H 4.074 -3.664 -8.377
38 H 5.586 -1.865 -8.541
39 H -1.442 3.556 -6.710
40 O 4.688 2.288 -0.104
41 H -2.455 6.812 4.247
42 O -2.491 1.743 -6.568
43 H 2.749 2.971 -0.691
44 H 6.376 1.222 0.862
45 H -2.613 -4.292 1.223
46 H 2.764 -1.956 -2.561
47 N -1.357 0.987 -0.446
48 C 0.471 -0.463 -2.600
49 H -4.139 1.962 -3.216
50 H 4.509 -2.096 1.002
51 H 6.727 -2.037 -7.119
52 H 6.569 -1.052 -1.754
53 C 3.724 -3.081 -7.525
54 H -3.465 2.906 -5.139
55 H -3.950 0.620 -2.469
56 H -2.264 -3.645 -1.987
57 C -5.708 -5.223 3.810
58 C 1.147 -2.001 5.877
59 H 3.446 3.461 0.836
60 C 1.030 -4.134 6.761
61 N -3.431 1.261 -3.052
62 H -1.831 2.463 -4.811
63 O 1.414 -0.818 -3.636
64 H -3.900 -3.004 3.714
65 H -4.191 -3.755 1.411
66 H -6.113 -4.219 3.684
67 C -3.176 -3.498 1.713
68 H -2.478 0.000 -4.292
69 H 0.557 0.912 1.927
70 H -0.059 5.952 -1.097
71 H -3.334 -5.257 4.759
72 H -0.779 6.917 3.652
73 C -3.165 -3.674 3.267
74 O 4.814 -2.754 -6.812
75 H -2.722 0.453 2.773
76 H 1.257 -3.906 7.802
77 H -1.696 -3.221 4.422
78 N 4.031 -1.502 1.664
79 H 2.760 1.806 0.565
80 H 2.598 4.444 2.901
81 O 0.587 5.020 2.844
82 H -1.288 2.552 -8.062
83 H -3.313 3.785 2.524
84 H 4.604 -1.084 2.384
85 N -3.040 4.673 2.920
86 O -4.540 -5.618 3.107
87 H 0.421 1.829 0.388
88 H -2.040 0.421 -0.928
89 O -3.787 -1.049 -1.112
90 C 2.755 -1.232 1.587
91 H 6.058 -0.172 0.629
92 H 5.426 -0.853 -7.084
93 H -3.796 5.331 2.796
94 C 2.833 -3.830 -6.543
95 H -4.765 -0.700 -4.062
96 O -4.112 2.141 3.810
97 O -1.074 -0.649 1.105
98 H 3.612 -2.981 -4.199
99 H 3.224 -4.631 -5.915
100 O 0.338 -3.114 6.001
101 C 5.711 -1.837 -7.459
102 C -1.815 6.733 3.368
103 H -5.326 0.947 -4.757
104 H 1.404 -1.576 6.847
105 N -1.824 -3.251 3.421
106 N 1.932 -3.062 -5.652
107 H -4.627 -3.785 -2.430
108 H 2.118 -2.266 5.460
109 C -2.758 2.082 -5.238
110 C -1.847 5.373 2.618
111 H 0.356 -4.974 6.928
112 C 2.024 -2.039 -3.357
113 H 3.324 -1.458 -4.953
114 N -2.455 -2.689 -1.720
115 H 0.446 -1.116 4.020
116 H 1.919 -4.455 6.218
117 N -2.588 0.506 3.772
118 H 2.201 -4.418 -7.209
119 O 0.122 3.481 -1.287
120 H -0.774 4.289 4.176
121 N -4.690 -2.936 -1.887
122 H -2.285 7.512 2.768
123 H -5.615 -2.591 -1.674
124 H 4.731 2.089 -2.003
125 H -0.661 3.416 2.668
126 C 6.978 -0.069 -1.991
127 H 2.700 -2.697 0.275
128 C 1.709 4.376 3.527
129 H -4.676 -0.332 -5.669
130 H 4.362 0.508 -1.264
131 H -0.537 -0.792 -2.852
132 H -2.828 -2.517 1.390
133 H -5.458 -5.363 4.862
134 H 0.684 -0.839 -1.599
135 H 2.303 0.483 4.701
136 N 0.075 1.182 1.082
137 N -0.919 5.517 -1.399
138 H -1.226 -1.470 5.833
139 H -1.806 -1.989 -1.393
140 C -4.572 0.161 -4.703
141 N -2.709 1.749 5.429
142 H 0.608 1.268 4.671
143 H 1.446 3.364 3.837
144 N -1.899 3.765 -2.201
145 H 0.378 0.620 -2.517
146 C 6.444 1.032 -1.103
147 H -2.832 3.256 -7.871
148 H -3.134 2.416 6.057
149 H -1.940 2.781 -2.423

These are the Mulliken partial charges, in e, on atoms 1 to 2: atom 1 (H): 0.140, atom 2 (H): -0.153

=====

Number 1: E_tot -67423.841 eV, M 432.3 Da. Number 2: E_tot -81485.513 eV, M 917.9 Da. Number 3: E_tot -29568.644 eV, M 192.5 Da. Number 4: E_tot -8734.580 eV, M 91.1 Da. Number 5: E_tot -11480.340 eV, M 138.2 Da. Number 6: E_tot -82013.903 eV, M 879.2 Da.